1.
C28H29BFeN6OSi | the ωB97M-V functional and the def2-TZVPD basis

Atoms and positions in Å:
H 0.288 2.794 -1.077
N -0.067 1.313 -2.580
B -0.436 0.076 -4.784
N -0.085 1.331 -3.973
C 0.258 2.550 -4.405
Fe -0.334 -0.404 -1.375
H 0.308 2.652 -5.484
C 0.468 3.334 -3.287
H 0.773 4.382 -3.322
C 0.249 2.555 -2.149
H -0.393 0.225 -5.970
C -1.343 -1.866 -0.503
H -1.399 -1.923 0.612
H -0.632 -2.681 -0.823
H -2.288 -2.246 -0.922
N -1.837 -0.284 -4.282
N 0.514 -0.982 -4.245
N -2.075 -0.436 -2.931
N 0.611 -1.208 -2.864
C -2.977 -0.498 -4.966
C 1.374 -1.790 -4.885
H -2.915 -0.421 -6.029
H 1.403 -1.695 -5.952
C -3.965 -0.804 -4.029
C 2.011 -2.571 -3.921
C -3.370 -0.761 -2.752
C 1.515 -2.198 -2.665
H -4.991 -1.055 -4.243
H 2.752 -3.337 -4.122
H -3.800 -0.986 -1.777
H 1.710 -2.573 -1.660
H -1.909 -0.139 -0.720
O 0.825 -0.087 0.033
Si 0.578 0.114 1.593
C -0.731 1.391 2.009
C -2.092 1.124 1.829
C -3.044 2.083 2.183
C -2.667 3.312 2.723
C -1.307 3.562 2.907
C -0.334 2.629 2.544
C 0.201 -1.380 2.692
C -1.088 -1.698 3.137
C -1.298 -2.799 3.975
C -0.223 -3.557 4.441
C 1.067 -3.207 4.027
C 1.292 -2.153 3.140
C 2.188 0.677 2.369
C 2.284 1.028 3.724
C 3.548 1.317 4.274
C 4.693 1.244 3.467
C 4.587 0.892 2.115
C 3.329 0.627 1.555
H -2.431 0.182 1.394
H -4.093 1.872 2.006
H -3.412 4.056 3.001
H -0.990 4.515 3.322
H 0.727 2.857 2.673
H -1.942 -1.094 2.835
H -2.313 -3.059 4.266
H -0.386 -4.396 5.115
H 1.919 -3.789 4.389
H 2.315 -1.924 2.813
H 1.387 1.079 4.352
H 3.627 1.599 5.329
H 5.681 1.458 3.883
H 5.469 0.804 1.472
H 3.215 0.363 0.496

Values from the calculation:
Multiplicity: 5
Total energy (Ha): -3066.25928
Largest force on an atom (eV Å⁻¹): 3.22
HOMO energy (spin up / spin down) (eV): -8.65 / -8.65



2.
C4H4O3 | the ωB97M-V functional and the def2-TZVPD basis

Atoms and positions in Å:
O -0.258 2.819 -0.337
C 0.330 1.818 -0.172
C 0.755 0.603 0.081
C 1.436 -0.582 -0.382
O 1.723 0.017 0.892
H 2.231 -0.489 -1.121
H 0.900 -1.529 -0.348
C -1.797 -0.718 0.358
O -1.591 -1.514 -0.526
H -1.460 -0.892 1.398
H -2.345 0.228 0.185

Values from the calculation:
Energy relative to the best compared isomer or geometry (same formula, charge and spin) (eV): 4.368
Total energy (Ha): -380.38649
Largest force on an atom (eV Å⁻¹): 0.89
HOMO energy (eV): -8.97
SMILES: O=C=C1CO1.C=O



3.
C5H14N4 | the ωB97M-V functional and the def2-TZVPD basis

Atoms and positions in Å:
C -1.417 -1.068 1.284
C -0.915 -0.300 0.237
C -1.922 -0.015 -0.868
C 0.598 -0.460 -0.210
N 0.769 -0.437 -1.651
N 1.219 -1.701 0.214
C 1.287 0.774 0.459
N -0.190 1.476 0.897
N 1.997 1.639 -0.359
H -2.468 -1.327 1.337
H -0.839 -1.228 2.188
H -2.494 -0.907 -1.130
H -2.636 0.750 -0.551
H -1.533 0.358 -1.816
H 1.766 -0.547 -1.828
H 0.320 -1.281 -1.999
H 1.449 -1.651 1.204
H 0.498 -2.422 0.140
H 1.775 0.594 1.415
H -0.464 1.313 1.863
H -0.669 2.143 0.290
H 2.373 2.456 0.101
H 1.497 1.839 -1.219

Values from the calculation:
Energy relative to the best compared isomer or geometry (same formula, charge and spin) (eV): 2.805
Total energy (Ha): -417.82541
Largest force on an atom (eV Å⁻¹): 4.18
HOMO energy (eV): -6.93
SMILES: C=C(C)C(N)(N)C(N)N



4.
C21H53N4O11V | the ωB97M-V functional and the def2-TZVPD basis

Atoms and positions in Å:
O 3.977 -2.065 3.519
V 4.141 -0.786 2.533
O 4.009 0.502 3.459
O 0.115 -1.610 1.133
C 1.447 -1.500 0.841
O 1.922 -2.174 -0.082
O 2.186 -0.830 1.643
H 0.223 -1.206 2.034
C 2.652 0.163 -3.745
O 2.622 -1.234 -3.895
C 1.314 -1.581 -4.343
C 0.950 -3.053 -4.277
N 1.154 -3.534 -2.915
C 0.729 -4.947 -2.885
C 1.131 -5.575 -1.540
O 2.543 -5.659 -1.357
C 2.834 -6.592 -0.349
H 2.427 0.695 -4.679
H 3.651 0.485 -3.452
H 1.940 0.557 -3.013
H 1.165 -1.151 -5.342
H 0.569 -1.045 -3.738
H 1.526 -3.630 -5.009
H -0.064 -3.204 -4.686
H 0.434 -3.092 -2.333
H 1.144 -5.531 -3.705
H -0.369 -4.965 -2.869
H 0.716 -6.586 -1.485
H 0.711 -4.940 -0.752
H 2.573 -6.137 0.613
H 3.902 -6.823 -0.342
H 2.386 -7.590 -0.420
C 1.061 9.708 0.656
O 0.768 8.426 0.141
C 1.710 7.456 0.542
C 1.243 6.065 0.149
N -0.033 5.743 0.816
C -0.770 4.672 0.176
C -0.173 3.285 0.285
O 1.127 3.163 -0.241
C 1.865 2.120 0.328
H 2.081 9.988 0.355
H 1.011 9.770 1.744
H 0.434 10.406 0.106
H 1.858 7.465 1.629
H 2.648 7.692 0.023
H 1.944 5.320 0.519
H 1.176 5.969 -0.940
H -0.609 6.575 0.841
H -1.012 4.848 -0.885
H -1.739 4.630 0.684
H -0.858 2.579 -0.202
H -0.228 3.027 1.352
H 1.963 1.244 -0.327
H 1.573 1.782 1.323
H 2.922 2.411 0.400
C -2.491 -1.388 -3.093
C -1.758 -1.190 -1.760
C -2.540 -0.437 -0.686
O -2.814 0.882 -1.161
C -3.487 1.679 -0.214
N -1.293 -2.518 -1.290
H -3.442 -1.917 -3.009
H -1.832 -1.920 -3.779
H -2.685 -0.431 -3.581
H -0.864 -0.606 -1.990
H -1.979 -0.277 0.241
H -3.502 -0.909 -0.444
H -2.894 1.759 0.704
H -4.449 1.215 0.038
H -3.688 2.642 -0.675
H -2.156 -2.963 -0.970
H -0.827 -2.343 -0.394
C -4.144 -2.144 3.302
C -2.676 -1.886 3.088
C -1.856 -1.700 4.357
O -0.544 -1.357 4.014
C 0.326 -1.043 5.072
N -2.162 -2.985 2.241
H -4.427 -3.107 3.727
H -4.694 -2.115 2.357
H -4.573 -1.330 3.895
H -2.512 -0.938 2.555
H -1.899 -2.629 4.942
H -2.342 -0.936 4.979
H 0.418 -1.887 5.768
H -0.096 -0.209 5.643
H 1.328 -0.841 4.701
H -1.257 -2.698 1.890
H -2.808 -3.184 1.493

Values from the calculation:
Energy relative to the best compared isomer or geometry (same formula, charge and spin) (eV): 6.023
Total energy (Ha): -2822.39926
Largest force on an atom (eV Å⁻¹): 5.81
HOMO energy (eV): -7.92